The following is a quantum chemistry calculation of an isolated molecule of CH2BrPSi in a non-equilibrium geometry, from the Open Molecules 2025 dataset.

Each atom is followed by the atoms it is bonded to, with distances in Å.
Atoms and positions in Å:
1 Br -3.17527 -1.86227 -0.64393  C4 1.784
2 P -0.72980 0.18854 -0.88648  Si3 2.684, C4 1.548
3 Si 1.31764 0.91799 0.68840  P2 2.684, H5 1.446, H6 1.562
4 C -2.05258 -0.57141 -1.15135  Br1 1.784, P2 1.548
5 H 2.17032 1.35447 1.77156  Si3 1.446
6 H 2.46970 -0.02732 0.22180  Si3 1.562

Values from the calculation:
Total charge: 0
Energy: -3243.95099 hartree
Kohn-Sham gap (spin up / spin down): 6.5328 / 6.5321 eV
ΔE to the lowest compared entry with this formula, charge and spin: 77.0 kcal per mole
SMILES string: [SiH2]=P#CBr